(1)
Formula: C2H3ClN4S
Source: the Open Molecules 2025 dataset
Level of theory: wB97M-V/def2-TZVPD

The geometry in XYZ format:
```
11
Properties=species:S:1:pos:R:3:forces:R:3
H 0.9904 -0.0554 -1.7434 -0.636 -0.017 0.499
H 1.3913 1.5244 -1.1723 -1.104 -0.871 1.163
N -1.2573 -0.5940 1.5283 1.302 -1.302 0.217
N -1.4249 1.0246 0.1235 -0.354 1.604 0.422
S 1.2985 -1.5116 0.6727 -0.422 -0.223 0.166
N -0.2341 0.4652 -0.0959 -1.773 -1.600 0.938
Cl 0.9446 -2.8268 2.1254 0.060 -0.396 0.313
C 0.5049 0.8026 -1.2385 2.702 1.651 -3.537
N -1.9605 0.4538 1.1314 -0.981 0.614 -0.962
C -0.2166 -0.6388 0.7363 1.532 1.561 -0.600
H -0.0363 1.3559 -2.0675 -0.326 -1.022 1.382
```
Positions in Å, forces in eV/Å.

E_LUMO	-0.3	eV
Kohn-Sham gap	9.1838	eV
energy above the lowest of the compared OMol25 structures with the same formula, charge and spin	3.7	kcal/mol
HOMO	-9.513	eV

=====

(2)
Formula: C3H9N2O
Source: the Open Molecules 2025 dataset
Level of theory: wB97M-V/def2-TZVPD

The geometry in XYZ format:
```
15
Properties=species:S:1:pos:R:3:forces:R:3
C -0.0550 -0.5271 0.4894 1.834 -2.634 2.316
N -0.1295 -2.0792 0.6388 2.726 -1.011 -2.008
H -0.8907 -2.5877 1.0707 -0.380 0.642 0.697
N 0.0415 1.1698 -1.0653 1.659 -1.334 -3.553
H -0.9405 -0.2700 0.9499 -1.957 1.318 0.508
H 0.1709 1.5955 1.0155 0.045 0.929 -0.493
H 0.7863 -0.1448 1.1091 -0.555 -0.690 -0.173
H 0.2814 1.6837 -1.9854 -0.457 -1.696 1.931
H -0.1644 -2.3444 -0.3600 -0.253 0.077 -0.490
C -0.0996 2.0640 0.0590 -2.273 1.706 -0.771
C 0.2613 -0.1831 -0.9288 -0.280 0.705 0.374
H 0.4900 2.9496 -0.2660 -0.218 -0.481 1.155
H 0.7776 -2.6157 0.8201 -1.221 1.340 0.526
O 0.6868 -1.1240 -1.5984 -0.632 1.664 -0.596
H -1.2162 2.4134 0.0513 1.961 -0.534 0.578
```
Positions in Å, forces in eV/Å.

E_LUMO	-3.7	eV
net charge	+1
Kohn-Sham gap	10.5926	eV
energy above the lowest of the compared OMol25 structures with the same formula, charge and spin	46.4	kcal/mol
HOMO	-14.260	eV

=====

(3)
Formula: C3H8N3O
Source: the Open Molecules 2025 dataset
Level of theory: wB97M-V/def2-TZVPD

The geometry in XYZ format:
```
15
Properties=species:S:1:pos:R:3:forces:R:3
H -1.6448 1.0831 2.0676 0.656 -1.236 -0.541
H 0.4615 0.0220 1.2512 -0.407 0.291 -1.543
N 2.0540 0.3662 -1.9232 -0.479 0.586 -3.686
O 2.0015 -0.0198 0.2707 1.078 -0.057 1.266
C -1.2948 -1.0960 1.1707 0.490 3.139 1.629
C 1.4580 0.1362 -0.7856 -1.803 -0.560 1.321
H 1.5046 0.4582 -2.8292 1.228 -0.214 1.814
H 3.0837 0.4316 -1.9806 -1.123 -0.118 0.289
N -0.0289 -0.0180 -0.7252 1.799 0.215 -1.620
H -0.5719 0.5581 -1.3713 -0.116 -0.002 0.816
H -0.8886 -1.4648 2.1101 -0.358 -0.401 -0.372
N -0.3910 -0.0582 0.6104 0.639 -0.060 1.686
C -1.6482 0.3980 1.1793 -0.704 0.700 0.712
H -2.3421 0.8812 0.4971 -0.006 -0.837 -0.474
H -1.7528 -1.6777 0.4579 -0.896 -1.447 -1.299
```
Positions in Å, forces in eV/Å.

E_LUMO	-3.0	eV
net charge	+1
Kohn-Sham gap	12.0745	eV
energy above the lowest of the compared OMol25 structures with the same formula, charge and spin	55.3	kcal/mol
HOMO	-15.033	eV

=====

(4)
Formula: C4H15N2O2
Source: the Open Molecules 2025 dataset
Level of theory: wB97M-V/def2-TZVPD

The geometry in XYZ format:
```
23
Properties=species:S:1:pos:R:3:forces:R:3
H -1.1057 0.2695 -0.3505 0.136 -0.326 -0.254
H 3.9035 -2.1112 1.1211 0.035 -0.039 0.115
H 3.2654 0.5604 0.7088 0.082 0.092 0.105
C 1.6074 -0.7095 0.2182 0.141 1.950 0.943
H -4.5643 -1.0588 -2.2593 0.149 -0.255 -0.001
H -3.7571 -0.9994 -0.8226 -0.094 -0.102 0.195
H -2.0564 1.3293 1.3731 -0.085 -0.064 0.264
H 0.0188 2.7965 0.4669 -0.462 -0.063 -0.387
H -3.3093 0.6979 2.0221 0.030 -0.006 -0.051
H 1.3897 0.2578 -1.7181 0.506 0.351 0.131
H 1.4036 -1.7309 -0.1250 -0.041 0.014 -0.298
C -0.2531 0.9480 -0.5045 0.846 1.313 -0.026
H 1.1600 -0.5100 1.1980 -0.057 -0.768 0.043
N -0.1671 1.8264 0.7267 1.320 -0.030 -0.502
H -3.2005 -2.0076 -2.0075 -0.270 -0.328 -0.066
O -2.6084 0.5348 1.3826 0.027 -0.041 -0.133
H 0.7379 1.6036 1.1455 -0.418 -0.083 0.762
O 3.6195 -1.2507 1.4489 0.093 -0.359 0.268
N -3.6593 -1.1358 -1.8148 0.336 0.730 -0.058
H 3.7463 -0.5953 -0.4995 -0.284 -0.198 -0.266
C 3.1537 -0.4795 0.4084 0.220 0.388 -0.174
H -0.3447 1.5189 -1.4275 -0.847 0.211 0.268
C 1.0200 0.2456 -0.6912 -1.362 -2.387 -0.877
```
Positions in Å, forces in eV/Å.

E_LUMO	-7.3	eV
net charge	+1
Kohn-Sham gap	5.1083	eV
energy above the lowest of the compared OMol25 structures with the same formula, charge and spin	105.4	kcal/mol
HOMO	-12.386	eV

=====

(5)
Formula: C6H13INO4P
Source: the Open Molecules 2025 dataset
Level of theory: wB97M-V/def2-TZVPD

The geometry in XYZ format:
```
26
Properties=species:S:1:pos:R:3:forces:R:3
I -4.1132 1.4575 0.9566 -0.163 0.007 0.257
N -0.5101 -0.8585 1.8819 -0.888 1.458 0.984
H 1.4732 -0.2086 1.8884 -0.177 0.617 0.853
O -0.3988 0.6797 -0.5397 -0.301 0.705 -0.014
H 0.6147 2.2954 1.8339 -0.681 -0.711 1.388
O -0.4904 -1.9215 -0.7313 0.683 -1.318 0.381
H -1.0533 1.6936 2.2254 1.684 -0.698 0.439
C 0.5669 0.2925 0.1406 0.446 0.838 0.372
H 3.9777 0.2297 -1.3988 0.446 0.836 1.049
H 3.5924 -1.3805 -1.6470 0.114 -1.729 -0.031
C 3.4076 -0.4191 -2.0089 -2.287 2.187 0.173
C 0.4948 0.2480 1.6800 -0.697 -4.441 -2.563
H -4.6906 -0.8564 -0.4514 0.134 0.511 0.664
H -3.6653 0.2472 -1.3321 -0.792 1.183 -1.186
H 3.7684 -0.1590 -2.9663 0.225 -0.506 -1.421
H 0.3657 1.3404 3.4168 -0.317 0.436 0.146
H 1.5880 1.0555 -1.9369 0.786 -1.126 -1.291
C -3.8367 -0.1660 -0.3734 0.024 -0.574 -1.254
C 0.0607 1.4473 2.3814 -0.244 2.888 -1.324
O -2.6799 -0.8676 -0.1765 0.883 -1.200 1.984
C 1.8990 -0.0278 -1.8698 -0.518 0.106 0.934
H -0.3134 -1.7330 1.4465 0.534 -0.421 -0.457
P -1.3966 -0.8888 -1.2155 -1.577 0.474 -2.157
H -1.4906 -0.6112 1.5932 1.574 0.004 0.411
O 1.6485 -0.1589 -0.4250 0.292 -0.365 1.453
H 1.1811 -0.7301 -2.3722 0.817 0.839 0.210
```
Positions in Å, forces in eV/Å.

E_LUMO	0.5	eV
Kohn-Sham gap	9.4771	eV
energy above the lowest of the compared OMol25 structures with the same formula, charge and spin	14.1	kcal/mol
HOMO	-9.009	eV

=====

(6)
Formula: C50H52F9MgN6O4PS2
Source: the Open Molecules 2025 dataset
Level of theory: wB97M-V/def2-TZVPD

The geometry in XYZ format:
```
125
Properties=species:S:1:pos:R:3:forces:R:3
H -3.2879 -1.2391 1.1800 -0.021 -0.011 -0.016
H 0.8854 1.0694 5.5660 -0.010 -0.003 -0.047
C 1.1468 2.7665 -3.9659 -0.065 -0.048 -0.022
H -5.7062 -7.8986 3.9052 -0.004 0.006 0.001
C -0.2760 -1.5589 -2.0771 0.034 0.010 -0.097
S 1.4498 0.6850 0.7822 -0.016 0.014 0.145
C -3.5056 2.5615 0.0374 -0.054 0.040 -0.027
H 0.7578 3.2002 -0.6347 0.009 0.003 0.020
H 5.8328 4.3132 -5.3302 -0.005 -0.016 0.006
C 0.7271 0.9418 2.3216 0.281 -0.059 -0.088
H 3.0133 -0.3994 2.9868 0.001 -0.014 0.001
C -3.2807 3.2866 1.1951 -0.041 0.026 0.009
N 1.3889 0.8230 3.4837 -0.005 0.002 0.016
C -5.4564 -6.8910 3.5785 0.013 0.003 -0.060
H -5.2468 -6.9243 2.5091 -0.001 0.000 0.028
C -2.7060 -1.6969 -1.8873 -0.075 0.010 0.030
H 4.4375 4.2046 -3.2997 0.007 -0.006 -0.010
H -2.6626 0.5857 -3.3160 0.021 -0.040 -0.004
N -0.8167 -1.7366 1.8638 0.003 -0.068 0.098
C -0.1173 3.1721 -4.3904 0.037 -0.011 0.003
O 1.8101 -3.0058 4.7278 -0.042 0.147 0.011
H -6.3135 -6.2428 3.7485 0.013 -0.018 0.004
H -4.2542 2.8581 -0.6846 0.024 -0.007 0.022
H -3.3827 -4.2026 6.0943 0.004 -0.039 -0.036
H 4.0025 -0.0264 -3.8382 -0.002 -0.003 -0.016
H 1.6125 -3.8892 -1.7229 0.001 0.000 0.004
C 3.8519 5.2720 0.2999 -0.009 0.001 -0.013
O -2.8917 -4.8703 2.6873 0.025 0.004 -0.060
C 3.3040 4.4663 -0.6908 0.026 0.034 -0.010
F -2.6875 3.8010 -5.1503 -0.039 -0.014 -0.039
C 1.4741 2.7411 -2.6131 0.000 -0.027 0.076
C -1.1927 -4.7187 -0.1343 -0.037 -0.029 0.007
H -4.4423 -6.3487 5.4348 -0.039 0.005 -0.043
H -0.2471 -5.2084 -0.3462 -0.009 0.008 -0.002
C 0.9341 -1.0026 -2.7943 -0.040 -0.012 -0.001
C -4.0703 -1.2416 -2.3493 0.007 -0.015 -0.016
C 0.5475 1.1054 4.5438 0.047 -0.020 0.013
C 4.6704 2.6348 0.0477 -0.017 -0.011 0.021
C 4.3903 0.9286 -4.1737 0.000 0.014 0.022
C -1.3072 -3.3894 -0.8338 0.105 0.006 0.010
P 3.0048 1.9239 -2.0011 0.038 0.119 -0.092
H -4.2485 -0.1761 -2.2017 0.003 -0.003 0.008
C 6.5198 2.3217 -6.9741 -0.039 -0.013 0.026
H 2.5704 4.8885 -1.3662 -0.003 -0.006 0.010
C -1.8986 -1.8710 2.6346 -0.015 0.010 -0.038
H 1.0290 -1.5120 -3.7583 0.010 0.000 0.014
C -2.5136 -2.6386 4.9378 0.085 -0.106 -0.067
H -0.3663 3.1622 -5.4433 0.012 0.007 0.012
H 0.8492 0.0600 -3.0006 -0.014 0.021 0.001
C -0.6570 1.4073 4.0312 -0.050 0.016 -0.016
F 6.6407 5.3510 2.5114 0.065 -0.021 0.002
F 5.9317 3.1256 -7.8748 -0.011 0.027 -0.039
O -4.9415 -3.9371 3.7125 0.017 -0.011 0.043
H 3.5443 6.3052 0.3944 0.004 -0.022 0.002
C -0.7270 3.6101 -2.1073 -0.055 0.013 0.017
C 4.8045 4.7510 1.1603 -0.007 -0.008 -0.021
C 3.6946 3.1374 -0.8159 -0.038 -0.078 0.017
H 1.1978 -3.8539 -0.0141 -0.005 0.013 -0.019
H -2.1007 -2.2112 5.8439 0.031 0.063 0.062
H -4.1655 -1.4230 -3.4229 -0.002 0.023 0.012
N -1.7812 1.0109 0.6489 0.123 0.080 -0.149
C -2.2790 2.8777 2.0601 0.046 0.000 0.039
H -3.8594 4.1740 1.4163 0.010 -0.010 -0.009
C -1.5622 1.7354 1.7482 -0.110 0.083 -0.086
C -1.5609 -1.0443 -2.3782 0.119 0.008 0.004
H -2.8519 0.8662 -1.1008 0.010 0.030 0.011
C 5.1712 0.9898 -5.3220 -0.002 -0.041 0.015
C -4.2433 -6.4074 4.3628 0.049 0.028 -0.009
C -2.7971 -4.1153 5.1778 -0.001 -0.072 -0.010
H 1.8626 -1.1518 -2.2534 0.031 -0.022 0.022
C -3.7943 -3.5639 -0.5632 -0.008 0.048 0.016
H 4.9910 1.6028 -0.0483 -0.008 0.014 0.005
H -1.5799 1.6809 4.5120 0.029 -0.012 -0.018
H 1.8723 2.4465 -4.7029 0.005 0.018 -0.022
C 5.2328 3.4364 1.0244 0.023 -0.011 0.008
H 3.0197 0.2553 4.6400 -0.007 0.004 -0.009
H 6.0011 3.0470 1.6811 -0.021 0.008 -0.016
C 2.8050 0.4749 3.5981 -0.011 0.021 0.012
N -0.5454 1.3096 2.6441 0.030 -0.041 0.033
O 0.0508 -3.3895 5.9272 0.009 0.175 -0.076
C -0.2000 -2.5730 3.8118 -0.046 0.102 0.101
S -3.7714 -4.7763 3.8344 -0.112 0.007 0.012
H -4.2331 -4.2168 -1.3226 0.017 0.006 0.002
C -2.4593 3.9359 -3.8468 0.138 0.047 -0.022
F 7.7208 2.8468 -6.6974 0.064 0.025 0.003
H -1.9792 -5.3898 -0.4776 0.023 0.014 0.032
F 6.7159 1.1343 -7.5572 0.022 -0.047 -0.040
H -3.4413 -2.1262 4.6917 0.015 0.037 0.010
C 0.5168 3.1842 -1.6898 0.054 -0.038 0.043
C -3.2747 -1.4686 2.2426 -0.003 0.032 0.052
H -4.8764 -1.7773 -1.8614 0.008 0.003 -0.020
H -1.4533 3.9711 -1.3882 0.040 -0.007 -0.011
C 0.2504 -2.1835 2.5965 -0.021 -0.029 -0.041
H -1.8898 -4.7119 5.2660 -0.024 0.059 0.050
C -1.0563 3.5729 -3.4576 0.047 0.037 -0.012
C -0.1537 -2.7195 -1.2723 0.119 0.045 0.032
C 1.2200 -3.2570 -0.9227 -0.046 0.010 -0.039
H -4.5690 -2.8620 -0.2588 0.001 -0.026 0.005
C -2.7247 1.4496 -0.2007 0.032 -0.132 0.055
H -3.3632 -7.0282 4.1918 -0.005 -0.013 0.060
F 4.6939 5.2719 3.4439 -0.022 -0.006 0.035
H 5.3903 0.0950 -5.8886 -0.012 0.017 0.014
H -3.5942 -0.5811 2.7973 0.034 0.008 -0.035
F -3.3428 3.1233 -3.1980 -0.098 -0.035 0.013
H -2.0385 3.4467 2.9474 -0.003 -0.004 -0.018
H 1.9439 -2.4578 -0.7683 0.021 0.023 -0.008
H -1.5376 -0.2493 -4.3686 0.020 0.009 0.010
H -1.3059 -4.6301 0.9496 0.008 0.008 -0.035
C 5.6777 2.2091 -5.7300 -0.012 0.041 0.028
H -3.9980 -2.2576 2.4437 0.013 -0.053 -0.019
H -0.9387 0.8816 -3.1671 -0.025 -0.028 0.019
C 4.1096 2.0797 -3.4463 -0.039 0.047 0.008
H 1.2636 -2.1941 2.2297 -0.016 0.013 0.000
C 4.6377 3.3023 -3.8647 0.007 -0.008 -0.044
H 3.4188 1.3073 3.2577 -0.010 -0.007 -0.005
N 0.6128 -3.0165 4.9137 -0.067 -0.373 -0.031
C -2.5756 -2.8514 -1.0970 -0.029 -0.022 0.001
C 5.4200 3.3674 -5.0022 0.002 0.012 0.023
H -3.5506 -4.1732 0.3025 -0.021 0.003 0.030
N -1.5705 -2.3815 3.8369 0.097 0.057 0.064
F 5.1791 6.8883 2.0910 -0.016 0.067 -0.010
Mg -0.4604 -0.6414 0.0976 -0.559 -0.060 0.000
F -2.7739 5.1869 -3.4913 -0.041 0.024 0.021
C -1.6859 0.1091 -3.3456 0.002 -0.060 0.051
C 5.3413 5.5794 2.2963 -0.025 -0.024 -0.016
```
Positions in Å, forces in eV/Å.

E_LUMO	-5.5	eV
net charge	+2
Kohn-Sham gap	7.2146	eV
energy above the lowest of the compared OMol25 structures with the same formula, charge and spin	0.0	kcal/mol
HOMO	-12.696	eV

=====

Kohn-Sham gap of number 4 (C4H15N2O2)? 5.1083 eV